Record 1
C26H42F4N3O4PtSi4Te as an isolated structure, computed with ωB97M-V with the def2-TZVPD basis set.

```
85
Properties=species:S:1:pos:R:3:forces:R:3:lowdin_charge:R:1
Pt -0.65919 0.07080 -0.27574 0.874 -0.937 0.580 0.6588
C -1.79407 -2.26149 -1.99778 0.059 0.001 -0.095 -0.1202
N -0.85062 -2.16717 -0.88895 -0.104 0.258 0.014 -0.3722
C 0.39372 -2.84514 -1.22845 0.156 -0.046 0.081 -0.0879
C -1.46381 -2.70100 0.33134 0.009 -0.004 0.146 -0.2063
C -0.61462 -2.46490 1.57065 0.048 -0.052 -0.134 -0.2452
N 0.00975 -1.15596 1.51828 -0.238 0.420 -0.438 -0.0770
C 0.80384 -0.79636 2.53544 0.298 0.065 0.393 -0.1900
C 1.64510 0.36204 2.49174 -0.273 -0.358 -0.189 -0.1819
F 1.76355 1.03689 1.34002 -0.202 0.245 -0.342 0.0534
C 2.38825 0.80973 3.55089 -0.066 -0.157 0.285 -0.2433
F 3.10028 1.94449 3.41402 0.033 0.062 -0.102 0.0730
C 2.44484 0.12893 4.75459 0.048 0.003 0.011 0.0295
C 1.73992 -1.05443 4.80159 0.160 0.140 0.082 -0.2421
F 1.80913 -1.79914 5.92465 -0.096 -0.103 0.045 0.0653
C 0.96829 -1.51088 3.75802 -0.099 0.049 -0.187 -0.1421
F 0.34215 -2.70304 3.94214 0.074 0.012 0.345 0.0402
H -2.03073 -3.31213 -2.22393 -0.022 0.006 0.018 0.1007
H -1.35626 -1.80610 -2.88648 0.022 0.022 0.027 0.0520
H -2.70838 -1.72738 -1.74384 -0.007 -0.005 0.019 0.0760
H 0.22521 -3.92070 -1.38829 -0.049 0.017 0.013 0.0962
H 1.12172 -2.71390 -0.42972 -0.030 0.059 -0.005 0.0860
H 0.79475 -2.41563 -2.14500 0.021 0.040 0.007 0.0582
H -1.65493 -3.77981 0.21954 -0.024 0.010 -0.019 0.1270
H -2.42224 -2.19575 0.44514 -0.066 0.004 -0.038 0.0964
H 0.15311 -3.24592 1.63971 -0.073 -0.059 0.016 0.1126
H -1.27334 -2.58272 2.43826 -0.010 -0.094 -0.146 0.1184
H 3.02502 0.48489 5.59121 0.009 -0.011 -0.005 0.1202
O -0.43052 5.05858 -0.94076 0.047 -0.059 0.128 0.0386
C -0.65840 3.85402 -1.01193 0.017 0.048 -0.371 -0.6452
O -0.74153 3.17937 -2.10732 -0.139 0.301 0.277 -0.4013
C -0.90740 3.06249 0.24806 0.008 -0.048 0.122 -0.1567
C -0.36920 3.46738 1.44117 0.012 -0.046 -0.020 -0.0099
C -0.69571 2.81298 2.64178 0.095 0.052 -0.095 -0.0578
C -1.57312 1.76091 2.64377 -0.187 -0.301 0.098 -0.0198
C -2.12842 1.31762 1.43482 0.912 0.677 -0.534 -0.2153
C -1.75933 1.91531 0.18521 -0.638 0.182 0.411 -0.1892
N -3.16450 0.33942 1.45656 -1.261 -0.376 -0.225 -0.3615
O -3.65953 0.02579 2.52880 0.318 -0.064 0.198 0.0604
O -3.59139 -0.11767 0.39005 0.242 0.240 0.164 -0.0043
H 0.29879 4.31853 1.43970 -0.060 0.044 0.004 0.1233
H -0.25643 3.15533 3.56944 -0.006 -0.064 0.031 0.1095
H -1.85817 1.25367 3.55470 0.050 0.023 0.008 0.1190
H -2.47109 1.87354 -0.63244 0.123 -0.092 -0.069 0.0988
C 2.22957 0.93296 -5.88540 -0.321 0.129 0.050 -0.2289
Si 0.50333 0.13948 -5.86128 0.287 -0.155 -0.358 0.3240
C -0.17183 0.04686 -7.63327 -0.020 0.096 0.181 -0.2235
C 0.81004 -1.64585 -5.27423 -0.288 0.238 0.123 -0.2250
Si -0.94793 1.37472 -4.44837 0.086 -0.304 0.028 0.1915
Te 0.42325 1.03989 -2.34816 -0.012 -0.076 -0.332 0.8859
Si -1.05625 3.69951 -4.93952 -0.017 0.445 -0.202 0.3939
C -1.42697 3.85687 -6.81113 0.027 -0.229 0.145 -0.2233
C -2.47380 4.61319 -4.08664 0.112 -0.170 0.100 -0.1926
C 0.60186 4.55878 -4.65895 -0.099 -0.258 0.110 -0.1971
Si -3.11835 0.42822 -4.50884 -0.582 -0.104 -0.146 0.3867
C -3.97035 1.27819 -5.98405 0.179 0.012 0.138 -0.2328
C -4.17336 0.72413 -2.96385 0.330 0.086 -0.103 -0.2031
C -3.22946 -1.43187 -4.94721 0.292 0.201 0.082 -0.2098
H 2.95419 0.33697 -6.44469 -0.079 -0.083 -0.040 0.0248
H 2.59448 1.03136 -4.86071 0.025 0.011 0.005 0.0033
H 2.20636 1.93445 -6.32226 -0.007 -0.011 -0.001 0.0152
H 0.46951 -0.53650 -8.29812 0.053 -0.017 0.054 0.0230
H -0.26918 1.05086 -8.05325 -0.014 -0.026 -0.019 0.0069
H -1.16572 -0.40866 -7.64021 -0.001 -0.006 -0.006 0.0152
H 1.45047 -2.18677 -5.97498 0.008 0.086 -0.078 0.0281
H -0.11582 -2.21518 -5.15774 0.038 0.000 0.000 0.0061
H 1.31401 -1.62992 -4.30552 0.010 0.001 0.017 -0.0028
H -2.45524 3.56884 -7.04277 0.020 -0.017 0.022 0.0063
H -0.76921 3.23050 -7.41958 0.028 0.040 0.011 0.0026
H -1.29596 4.89124 -7.14011 0.029 0.033 0.078 0.0233
H -3.41620 4.06537 -4.17296 0.003 0.000 -0.041 0.0133
H -2.61845 5.60122 -4.53084 0.037 -0.017 -0.120 0.0308
H -2.25206 4.74586 -3.02798 0.005 -0.002 -0.083 0.0137
H 1.41913 3.98800 -5.10821 -0.007 0.016 -0.009 0.0127
H 0.78953 4.64665 -3.58863 -0.013 -0.005 0.000 0.0197
H 0.61114 5.56067 -5.09491 -0.100 -0.011 -0.050 0.0287
H -4.13378 2.34481 -5.81558 0.046 -0.012 0.018 0.0103
H -4.94079 0.81950 -6.18937 -0.002 -0.050 0.050 0.0255
H -3.35236 1.17342 -6.88025 -0.038 0.016 -0.028 0.0186
H -4.47142 1.77348 -2.90028 0.040 0.015 0.007 0.0283
H -3.63744 0.47953 -2.04295 -0.008 -0.018 -0.037 -0.0126
H -5.08267 0.11851 -2.98872 0.008 -0.027 -0.079 0.0346
H -2.30686 -1.79346 -5.40771 -0.049 -0.052 0.005 0.0008
H -4.03761 -1.59930 -5.66248 -0.035 0.101 -0.002 0.0253
H -3.43605 -2.04832 -4.07136 0.044 0.023 -0.001 0.0083
```
Positions in Å, forces in eV/Å.

The value obtained for the total energy is -3425.96545 Eh. Its spin multiplicity is 3. For the gap between HOMO and LUMO (spin up / spin down), the calculation gives 5.9689 / 5.9796 eV. The calculation puts the LUMO energy (spin up / spin down) at 0.06887 / 0.05599 Ha. As for the expectation value of S²: 2.027. The value obtained for the HOMO energy (spin up / spin down) is -4.09 / -4.46 eV. The total charge is -1.

***

Record 2
C10H10BiN4O4S as an isolated structure, computed with ωB97M-V with the def2-TZVPD basis set.

```
30
Properties=species:S:1:pos:R:3:forces:R:3:nbo_charge:R:1
Bi 1.28353 -1.29318 1.44691 0.010 0.004 -0.073 1.8441
C -2.23725 1.72176 -0.28505 -0.016 0.016 -0.005 -0.7103
C -0.95768 1.06840 0.13883 0.008 0.017 -0.050 0.3149
N -0.91896 -0.07021 0.72315 -0.083 -0.038 0.088 -0.2775
N -2.10470 -0.73077 0.91191 0.068 -0.018 -0.021 -0.4218
C -2.13986 -1.99660 1.37421 -0.029 0.027 -0.029 0.3382
N -3.33572 -2.57361 1.41175 -0.013 -0.013 0.005 -0.7329
S -0.79871 -2.88950 1.90287 -0.001 -0.039 0.043 -0.1161
C 0.35211 1.71512 -0.15022 0.002 -0.020 0.028 0.1330
C 0.45233 2.81098 -0.99016 -0.008 0.008 -0.003 -0.1971
C 1.70835 3.34635 -1.25206 -0.032 0.023 -0.021 -0.1300
C 2.81678 2.77943 -0.66117 0.045 -0.013 0.021 -0.2105
C 2.62781 1.67818 0.16375 -0.030 -0.026 0.016 0.0703
N 1.43360 1.15658 0.40781 0.052 0.030 -0.007 -0.4709
H -2.98429 1.66395 0.50900 0.000 -0.008 0.000 0.2390
H -2.63632 1.24523 -1.18523 0.002 0.000 0.002 0.2594
H -2.09928 2.77506 -0.49947 -0.004 -0.007 -0.004 0.2592
H -2.93935 -0.35252 0.48561 -0.004 0.022 -0.001 0.4003
H -4.17812 -2.11278 1.10652 -0.001 0.001 0.008 0.4139
H -3.41125 -3.52336 1.73873 -0.002 0.002 -0.001 0.4410
H -0.41817 3.24300 -1.45885 0.010 0.005 0.001 0.2323
H 1.80807 4.19654 -1.91275 -0.003 -0.002 -0.003 0.2444
H 3.81116 3.16502 -0.83342 0.001 -0.005 0.002 0.2490
H 3.47472 1.19587 0.63969 0.011 0.009 -0.006 0.2095
O 1.37698 -2.89224 -2.31347 -0.014 0.002 0.001 -0.4994
C 1.52974 -2.62448 -1.16383 0.016 -0.024 -0.046 0.6564
O 1.05982 -1.48911 -0.61395 -0.010 0.054 -0.017 -0.8538
C 2.29577 -3.55456 -0.17693 -0.002 0.002 0.033 0.6576
O 2.76840 -4.58613 -0.53252 0.004 -0.014 -0.009 -0.4906
O 2.36049 -3.07243 1.06836 0.023 0.006 0.047 -0.8515
```
Positions in Å, forces in eV/Å.

The value obtained for the total energy is -1519.66942 Eh. For the gap between HOMO and LUMO, the calculation gives 7.8840 eV. The calculation puts the LUMO energy at -0.16027 Ha. The value obtained for the HOMO energy is -12.25 eV. The total charge is +1.

***

Record 3
One molecule with the formula C16H17FN4OS, computed with ωB97M-V with the def2-TZVPD basis set.

```
40
Properties=species:S:1:pos:R:3:forces:R:3:nbo_charge:R:1
C 1.66347 4.00604 1.42221 0.043 -0.081 -0.238 -0.6146
H 1.24016 3.47196 2.26971 -0.028 -0.039 0.106 0.1973
H 2.68445 4.28714 1.66649 0.107 0.068 0.093 0.2170
H 1.08186 4.91079 1.27370 -0.058 0.092 0.026 0.2131
C 1.66693 3.14192 0.16128 0.212 0.122 0.400 -0.2239
N 0.34598 2.67619 -0.21750 0.006 0.162 -0.231 -0.4353
C -0.26423 1.60525 0.31547 0.038 -0.057 0.275 0.6707
O -1.38353 1.23863 -0.01028 -0.313 -0.114 0.100 -0.6515
C 0.52350 0.74674 1.29490 -0.093 -0.362 -0.222 -0.6076
H 1.13645 1.29766 2.00082 0.080 0.027 0.017 0.2474
H -0.16602 0.08901 1.82520 0.001 0.191 -0.021 0.2547
S 1.69061 -0.27806 0.32132 -0.004 0.051 -0.175 0.2736
C 0.58168 -0.70603 -1.00747 0.052 -0.010 0.404 0.2227
C 0.84553 -0.19828 -2.25387 -0.056 -0.335 0.533 -0.4268
C 0.02472 -0.51101 -3.35362 -0.281 -0.194 -0.268 0.2699
N -0.66618 -0.77583 -4.23130 -0.295 -0.128 -0.262 -0.2955
C 1.88056 0.72580 -2.47461 0.350 0.434 0.103 0.2988
N 2.68727 1.52158 -2.65795 0.312 0.248 -0.126 -0.3253
N -0.51162 -1.44954 -0.75371 0.116 0.248 -0.776 -0.5643
C -0.86254 -2.09068 0.43879 -0.136 -0.341 0.587 0.1157
C 0.07276 -2.80351 1.18573 -0.184 -0.027 -0.161 -0.2145
C -0.31262 -3.43209 2.35487 -0.211 0.015 0.164 -0.2625
C -1.63412 -3.35424 2.75646 -0.003 0.104 -0.137 0.3881
C -2.58399 -2.67191 2.01499 0.103 -0.236 0.222 -0.2694
C -2.19336 -2.04150 0.85077 0.347 0.079 -0.080 -0.1919
H -2.90933 -1.48620 0.26480 -0.077 0.096 -0.043 0.2316
H -3.60703 -2.63758 2.35317 -0.098 -0.008 0.049 0.2367
F -2.00903 -3.96659 3.89629 0.018 0.032 -0.060 -0.3201
H 0.39760 -3.98628 2.94701 0.051 -0.076 0.075 0.2339
H 1.09549 -2.87508 0.85177 -0.013 -0.066 -0.019 0.2340
H -1.25734 -1.36964 -1.43735 0.142 -0.027 0.024 0.4249
C -0.33429 3.39084 -1.28654 -0.310 0.068 -0.242 -0.2238
C -0.77505 4.79458 -0.89118 0.081 -0.226 -0.065 -0.6153
H -1.37429 5.21865 -1.69234 -0.046 0.102 -0.070 0.2203
H 0.07928 5.44560 -0.72482 0.051 0.126 0.046 0.1997
H -1.38024 4.75958 0.01148 -0.062 0.041 0.092 0.2115
H -1.21079 2.79607 -1.55268 0.205 0.093 -0.034 0.2409
H 0.33902 3.43448 -2.14901 -0.038 -0.049 0.048 0.2031
H 2.33741 2.28938 0.29387 -0.031 0.117 -0.140 0.2136
H 2.05517 3.72223 -0.67763 0.022 -0.138 0.003 0.2228
```
Positions in Å, forces in eV/Å.

The value obtained for the total energy is -1412.20596 Eh. For the gap between HOMO and LUMO, the calculation gives 8.3057 eV. The calculation puts the LUMO energy at -0.01356 Ha. The value obtained for the HOMO energy is -8.67 eV.

***

Record 4
One molecule with the formula C5H10O, computed with ωB97M-V with the def2-TZVPD basis set.

```
16
Properties=species:S:1:pos:R:3:forces:R:3:nbo_charge:R:1
O 0.24603 -0.22077 1.84174 -0.049 -0.646 0.818 -0.7255
C -0.05314 -0.95895 0.65216 -0.238 -0.071 0.026 0.0526
C 1.08278 -0.63444 -0.27394 -0.220 1.043 0.286 -0.4464
C 0.62707 1.16468 -0.15343 0.659 -0.903 -0.691 -0.3805
C -0.74760 0.91576 -0.76738 0.048 -0.104 -0.212 -0.4313
C -1.26641 -0.36781 -0.06161 -0.189 0.009 0.122 -0.4204
H 1.17722 0.03253 1.72738 -0.533 -0.018 0.470 0.4698
H -0.20032 -1.99022 0.98546 0.072 -0.143 -0.528 0.1855
H 2.00070 -1.20661 0.01994 -0.188 1.435 0.178 0.2183
H 0.91244 -0.96855 -1.32085 -0.110 0.691 0.511 0.2090
H 1.35915 1.73307 -0.70891 -0.150 0.080 -0.665 0.2010
H 0.44453 1.75254 0.78952 0.883 -1.410 -0.484 0.2284
H -1.49162 1.71899 -0.68159 0.478 0.027 0.097 0.2156
H -0.56390 0.74655 -1.82903 -0.413 -0.146 -0.087 0.1987
H -2.04214 -0.16339 0.67655 -0.088 0.113 -0.102 0.2164
H -1.66459 -1.07725 -0.79849 0.039 0.043 0.261 0.2088
```
Positions in Å, forces in eV/Å.

The value obtained for the total energy is -271.67140 Eh. For the gap between HOMO and LUMO, the calculation gives 10.8474 eV. The calculation puts the LUMO energy at 0.03923 Ha. The value obtained for the HOMO energy is -9.78 eV.